Entry 1:
A 6-piece molecular cluster, C17H21ClN4O3 overall, computed with the ωB97M-V functional and the def2-TZVPD basis.

XYZ file:
```
46
Properties=species:S:1:pos:R:3:lowdin_charge:R:1
Cl 0.07474 -1.57094 4.44317 -0.654
O -1.10601 -1.12423 1.53885 -0.011
C -0.32862 -1.30028 0.43389 -0.822
O -0.94550 -1.25188 -0.71724 -0.159
O 0.88652 -1.52767 0.43672 -0.068
H -0.61928 -1.12729 2.36630 -0.098
N 2.74701 3.85787 3.49281 -0.002
C 1.66290 3.00212 3.50748 -0.143
C 1.74718 2.08924 2.50170 -0.070
C 2.86640 2.52750 1.74222 -0.120
C 3.49213 3.47693 2.43388 -0.211
H 2.85990 4.59384 4.17525 0.137
H 0.93956 3.07620 4.30603 0.105
H 1.18216 1.17785 2.37323 0.099
H 3.18866 1.87601 0.94341 0.095
H 4.43982 3.93592 2.19384 0.094
N 3.00463 -2.18935 -1.54401 0.044
C 3.19392 -3.53960 -1.63559 -0.118
C 4.59088 -3.80544 -1.52844 -0.142
C 5.21062 -2.60894 -1.16822 -0.155
C 4.21276 -1.65634 -1.20433 -0.166
H 2.18958 -1.60067 -1.64021 0.136
H 2.38767 -4.21781 -1.87307 0.098
H 5.12480 -4.74373 -1.49762 0.068
H 6.26101 -2.42910 -0.99287 0.077
H 4.40823 -0.59486 -1.24248 0.097
N -2.11465 -1.17708 -3.46734 0.014
C -2.40628 -2.49524 -3.26521 -0.109
C -3.81284 -2.71823 -3.53995 -0.108
C -4.26046 -1.48923 -3.94330 -0.180
C -3.21676 -0.57721 -3.92870 -0.180
H -1.24840 -0.67064 -3.35229 0.143
H -1.57404 -3.05461 -2.86410 0.098
H -4.35568 -3.65108 -3.57878 0.074
H -5.23200 -1.20641 -4.32080 0.075
H -3.15592 0.46703 -4.19751 0.094
N -2.80170 2.87607 0.64186 -0.016
C -2.13520 1.90911 1.28568 -0.117
C -2.97429 1.40861 2.25884 -0.095
C -4.22251 2.00370 2.05367 -0.120
C -4.05466 2.92876 1.01990 -0.202
H -2.37091 3.47952 -0.04397 0.151
H -1.10439 1.61027 1.16507 0.108
H -2.68133 0.64537 2.96455 0.097
H -5.11537 1.81583 2.63152 0.075
H -4.83428 3.57011 0.63619 0.088
```

The molar mass comes out at 364.8 g mol⁻¹. Its energy is -42594.613 eV. Its spin multiplicity is 1. The value obtained for the HOMO-LUMO gap is 0.2161 Eh. Its charge is -2. The HOMO energy comes out at -1.2546 eV. As for the LUMO energy: 4.63 eV.

Entry 2:
One molecule with the formula C4H10S2, computed with the ωB97M-V functional and the def2-TZVPD basis.

XYZ file:
```
16
Properties=species:S:1:pos:R:3:lowdin_charge:R:1
C 1.82279 1.08672 -0.86736 -0.165
C 2.10281 -0.08662 0.10302 -0.592
S 0.92625 -0.14535 1.49250 0.494
S -0.25690 -1.76233 0.99028 0.507
C -1.85812 -0.97449 0.88300 -0.648
C -2.00800 0.03640 -0.25344 -0.185
H 0.78593 1.39569 -0.84995 0.039
H 2.47423 1.91098 -0.58319 0.065
H 1.99727 0.79721 -1.90637 0.068
H 1.97987 -1.03333 -0.41758 0.040
H 3.11167 0.02657 0.49149 0.058
H -2.20520 -0.47332 1.79287 0.071
H -2.57962 -1.78240 0.78739 0.059
H -1.26351 0.00473 -1.05017 0.058
H -2.97554 -0.04636 -0.75578 0.066
H -2.05393 1.04592 0.14328 0.063
```

The molar mass comes out at 122.3 g mol⁻¹. Its energy is -25980.505 eV. Its spin multiplicity is 1. Its energy relative to the best compared isomer or geometry (same formula, charge and spin) is 0.479 eV. The value obtained for the HOMO-LUMO gap is 0.3319 Eh. The HOMO energy comes out at -8.2633 eV. As for the LUMO energy: 0.77 eV.

Entry 3:
A 2-piece molecular cluster, C7H7NO3 overall, computed with the ωB97M-V functional and the def2-TZVPD basis.

XYZ file:
```
18
Properties=species:S:1:pos:R:3:lowdin_charge:R:1
C -1.22419 1.38696 -0.32936 -0.280
C 0.04328 0.57729 -0.22662 -0.199
C 1.31883 1.07765 0.09695 -0.032
C 2.26426 0.12296 0.03286 -0.109
C 2.12037 -1.29544 -0.04276 -0.090
C 0.82059 -1.64230 0.03363 -0.062
C -0.19069 -0.75875 -0.40428 -0.050
H -2.69138 2.57042 1.15998 0.342
H -1.59058 1.23393 -1.51928 0.177
H -0.88826 2.48884 -0.16428 0.118
H 1.64921 2.09981 0.24667 0.121
H 3.46425 0.11092 0.27084 0.155
H 2.95255 -1.97982 0.40342 0.146
H 0.34385 -2.63420 -0.01936 0.129
N -1.71594 -1.33771 -0.05958 -0.247
O -2.41237 1.18250 0.46647 -0.205
O -2.34533 -1.41473 -1.12817 0.070
O -1.91845 -1.78831 1.18287 0.018
```

The molar mass comes out at 153.1 g mol⁻¹. Its energy is -14994.559 eV. Its spin multiplicity is 1. Its energy relative to the best compared isomer or geometry (same formula, charge and spin) is 11.037 eV. The value obtained for the HOMO-LUMO gap is 0.3138 Eh. The HOMO energy comes out at -9.8755 eV. As for the LUMO energy: -1.34 eV.

Entry 4:
C42H31BBrCeCl2F4N3O9S as an isolated structure, computed with the ωB97M-V functional and the def2-TZVPD basis.

XYZ file:
```
95
Properties=species:S:1:pos:R:3:lowdin_spin:R:1
Ce 0.21975 -1.44519 0.75259 1.008
Cl -4.96981 -3.19725 5.77354 0.000
C -3.50972 -2.46317 5.12367 0.000
C -2.26650 -2.93684 5.53619 0.000
C -1.13892 -2.55526 4.82661 0.000
Cl 0.39206 -3.12556 5.38956 0.000
C -1.21218 -1.75586 3.69587 0.000
O -0.21073 -1.38993 3.03618 -0.001
C -2.51106 -1.28126 3.35315 0.000
C -2.71284 -0.31465 2.25961 0.000
O -1.90652 0.04978 1.43095 -0.001
C -3.61702 -1.60464 4.05992 0.000
H -2.13089 -3.63541 6.35444 0.000
H -3.78000 -0.01841 2.12056 0.000
H -4.59773 -1.20217 3.72356 0.000
O 3.12688 -1.09368 -5.28937 0.000
C 3.83205 -0.45220 -4.49893 0.000
O 4.63359 0.46298 -4.76387 0.000
C 3.54633 -0.79950 -3.01390 0.000
C 3.39947 0.28503 -2.19499 0.000
C 2.69688 0.09761 -1.01454 0.000
N 2.32841 -1.09665 -0.53479 -0.001
C 2.69789 -2.17845 -1.22040 0.000
C 3.23197 -2.05186 -2.47674 0.000
C 2.45514 -3.45462 -0.48523 0.000
O 3.01231 -4.48753 -0.85373 0.000
O 1.74314 -3.29244 0.60891 -0.003
H 3.64380 1.26777 -2.50740 0.000
H 2.31298 0.96140 -0.52059 0.000
H 3.47329 -2.95292 -3.05219 0.000
C 3.42451 -1.72335 2.91534 0.000
O 2.42105 -0.73147 2.54699 0.000
C 2.13011 0.17303 3.52251 0.000
C 2.71580 0.20232 4.77129 0.000
C 2.24831 1.17257 5.70831 0.000
Br 3.14709 1.41915 7.35572 0.000
C 1.21677 1.99367 5.39489 0.000
C 0.62056 1.93888 4.10544 0.000
C 1.11106 1.06449 3.16089 0.000
O 0.65000 1.04869 1.89568 0.000
C -0.54252 2.73141 3.79098 0.000
N -1.08130 2.87461 2.57778 0.000
C -2.21939 3.57646 2.70866 0.000
C -3.14985 3.96830 1.70679 0.000
C -4.22673 4.67422 2.18620 0.000
C -4.44797 4.95814 3.51559 0.000
C -3.47694 4.63810 4.48399 0.000
C -2.41595 3.94110 4.05176 0.000
N -1.33138 3.37449 4.69388 0.000
H 4.43590 -1.21101 3.10061 0.000
H 3.41504 -2.40872 2.05237 0.000
H 3.00265 -2.18999 3.80793 0.000
H 3.53750 -0.42654 5.01877 0.000
H 0.82627 2.74277 6.12222 0.000
H -0.08809 1.68006 1.86259 0.000
H -3.08571 3.69492 0.67813 0.000
H -5.00648 4.95501 1.47350 0.000
H -5.33589 5.46776 3.79525 0.000
H -3.58616 4.95123 5.54218 0.000
H -1.01205 3.51427 5.63076 0.000
O -0.38823 -0.11227 -1.28901 -0.002
S -0.99558 -0.52345 -2.62684 0.000
C 0.26556 -1.32126 -3.66148 0.000
C -0.38388 -1.67331 -5.00594 0.000
C 0.44621 -1.63377 -6.12454 0.000
C 0.05141 -2.22238 -7.32140 0.000
C -1.24821 -2.70571 -7.42488 0.000
C -2.04671 -2.75224 -6.29711 0.000
C -1.63262 -2.27060 -5.08284 0.000
C -1.15158 1.01023 -3.52808 0.000
C 0.08993 1.78894 -3.46031 0.000
C 0.31303 2.50031 -2.30770 0.000
C 1.43100 3.33332 -2.28438 0.000
C 2.37351 3.26146 -3.31120 0.000
C 2.18193 2.42397 -4.39671 0.000
C 1.00622 1.71349 -4.49530 0.000
H 0.59318 -2.21343 -3.16301 0.000
H 1.14721 -0.69082 -3.72111 0.000
H 1.47921 -1.19884 -6.04067 0.000
H 0.73516 -2.31591 -8.16078 0.000
H -1.62898 -3.11829 -8.34029 0.000
H -3.00722 -3.22234 -6.40100 0.000
H -2.23291 -2.39812 -4.16424 0.000
H -2.05253 1.52472 -3.16379 0.000
H -1.44760 0.67231 -4.54644 0.000
H -0.46162 2.37819 -1.52370 0.000
H 1.63343 4.02165 -1.49181 0.000
H 3.36095 3.78770 -3.30700 0.000
H 2.94698 2.36926 -5.14221 0.000
H 0.80032 1.11672 -5.35322 0.000
F -1.60689 -4.96005 -0.14814 0.000
B -1.65435 -3.65501 -0.55267 0.000
F -0.42124 -3.14349 -1.11315 0.001
F -1.89721 -2.85568 0.62045 0.000
F -2.67611 -3.31903 -1.46514 0.000
```

The molar mass comes out at 1131.5 g mol⁻¹. Its energy is -197367.360 eV. Its spin multiplicity is 2. Its energy relative to the best compared isomer or geometry (same formula, charge and spin) is 0.314 eV. The value obtained for the HOMO-LUMO gap is 0.2685 Eh. Its charge is -1. The HOMO energy comes out at -6.0362 eV. As for the LUMO energy: 1.27 eV. Its expectation value of S² is 0.751.

Calculated values (eV Å⁻¹) of F_max for the records, taken in order: 4.01 1.21 7.47 3.01.